1.
The molecule C5H3NO in a non-equilibrium geometry. Source: the Open Molecules 2025 dataset; level of theory: ωB97M-V/def2-TZVPD.

Structure (XYZ):
```
10
Properties=species:S:1:pos:R:3:forces:R:3:mulliken_charge:R:1
C -0.906719 0.323684 -2.045556 0.53 0.08 0.72 0.142
C -0.227868 0.564684 -1.078310 -0.52 0.00 -0.76 -0.531
C 0.489618 0.808734 0.174729 0.10 0.15 0.06 -0.415
C -0.075110 -0.172312 1.183865 -0.42 0.15 0.40 0.468
O -0.891734 0.101989 2.021570 0.37 0.01 -0.26 -0.449
C 0.400273 -1.561196 1.050512 0.44 -1.03 -0.08 0.159
N 0.812399 -2.636934 0.970224 -0.33 0.85 0.04 -0.316
H -1.505840 0.086395 -2.896221 0.11 0.07 0.08 0.393
H 1.568072 0.663599 0.057708 -0.11 -0.14 -0.07 0.295
H 0.336909 1.821357 0.561480 -0.17 -0.15 -0.15 0.255
```
Positions in Å, forces in eV/Å.

Properties
frontier orbital gap = 10.20 eV
M = 93.085 g mol⁻¹
HOMO level = -10.752 eV
total energy = -8768.185 eV
SMILES = C#CCC(=O)C#N

=====

2.
The molecule C9H8N2O3 in a non-equilibrium geometry. Source: the Open Molecules 2025 dataset; level of theory: ωB97M-V/def2-TZVPD.

Structure (XYZ):
```
22
Properties=species:S:1:pos:R:3:forces:R:3:mulliken_charge:R:1
C -3.289784 0.491335 -0.303467 -1.79 -0.37 2.15 -0.305
C -2.556515 0.265855 -1.398292 1.21 -0.71 -1.93 -0.595
C -2.837340 0.159582 1.025114 -0.58 0.13 -1.86 -0.720
C -1.319774 -0.351277 -1.198597 1.63 -0.60 -3.93 0.131
C -1.582695 -0.375009 1.162230 0.22 -1.59 -0.14 -0.341
C -0.817340 -0.714078 -0.000601 -0.34 1.94 2.38 0.538
C 3.245710 1.316047 0.373437 2.45 -1.74 0.20 -0.065
C 3.683137 -0.123657 0.004419 1.46 3.63 0.56 0.462
C 0.567523 -1.249575 0.282516 -1.30 0.55 0.06 -0.452
N 1.493415 -0.678028 -0.639380 -1.30 2.10 -0.93 -0.382
N 2.099170 1.658407 0.087675 -1.76 -0.53 -0.65 0.320
O 1.240499 2.468745 -0.021632 -0.32 0.96 0.22 -0.499
O 4.863376 -0.354498 -0.014067 -0.83 -0.76 -0.01 -0.543
O 2.723606 -0.953844 -0.261912 1.36 -3.38 0.52 -0.117
H -4.349086 0.661604 -0.460987 0.01 0.69 0.34 0.329
H -2.882085 0.411300 -2.472140 0.13 0.02 1.63 0.303
H -3.584432 0.215868 1.804488 0.35 0.15 0.30 0.365
H -0.735546 -0.611615 -2.170035 -0.80 0.50 1.89 0.209
H -1.232120 -0.858523 2.097402 -0.32 0.91 -0.32 0.259
H 4.086274 1.889640 0.785612 -0.60 0.25 -0.16 0.432
H 0.764511 -1.001955 1.367574 0.33 -0.99 -1.15 0.370
H 0.419488 -2.266327 -0.049365 0.80 -1.14 0.81 0.303
```
Positions in Å, forces in eV/Å.

Properties
frontier orbital gap (spin up / spin down) = 8.72 / 8.74 eV
M = 192.174 g mol⁻¹
HOMO level (spin up / spin down) = -9.363 / -9.362 eV
total energy = -18578.305 eV

=====

3.
A cluster of 2 separate species, C6H12O2 in total in a non-equilibrium geometry. Source: the Open Molecules 2025 dataset; level of theory: ωB97M-V/def2-TZVPD.

Structure (XYZ):
```
20
Properties=species:S:1:pos:R:3:forces:R:3:mulliken_charge:R:1
O 2.322623 0.434847 1.714091 -0.04 0.43 -1.08 -0.473
C 2.363124 -0.651213 1.165899 -0.21 1.15 2.93 0.060
C 1.466654 -0.978492 0.036481 -0.22 0.19 -1.10 -0.671
C 0.930846 0.367484 -0.634985 2.53 -1.82 -0.73 -0.509
C -0.523195 0.418685 -0.678015 2.61 0.15 0.86 -0.006
C -1.187423 1.025751 -1.726889 -1.20 -0.98 1.84 -0.063
C -2.642579 1.147595 -1.472971 0.31 1.64 -1.46 -1.036
H 2.957757 -1.319092 1.810091 0.01 -1.08 -1.18 0.459
H 1.973744 -1.690127 -0.669427 -0.81 0.71 0.40 0.382
H 0.545359 -1.387922 0.440332 0.50 -0.98 0.40 0.263
H 1.571886 1.158946 -0.146788 -1.15 0.03 0.45 0.405
H 1.476959 0.328785 -1.602309 -1.11 0.67 -0.23 0.376
H -1.025983 -0.001727 0.198934 -0.21 0.14 -0.44 0.322
H -0.536994 1.334185 -2.525576 -0.58 0.36 -0.73 0.439
H -3.195298 0.508012 -2.181031 -0.11 0.25 0.18 0.339
H -2.878675 2.202381 -1.699134 -0.40 -0.30 -0.38 0.354
H -2.946050 1.026812 -0.439380 0.24 -0.62 0.02 0.350
H -0.402389 -0.528178 2.759639 0.08 -0.01 0.52 0.316
H -0.022097 -1.974134 3.201145 -0.08 0.10 0.28 0.285
O -0.248271 -1.422595 2.449902 -0.16 -0.02 -0.56 -0.593
```
Positions in Å, forces in eV/Å.

Properties
frontier orbital gap (spin up / spin down) = 9.42 / 5.17 eV
M = 116.160 g mol⁻¹
HOMO level (spin up / spin down) = -13.778 / -13.510 eV
2S+1 = 2
total energy = -10500.844 eV
charge = +1